The following is a quantum chemistry calculation of a molecular structure, C30H51BeN2O7 in a non-equilibrium geometry, from the OMol25 dataset.

The geometry in XYZ format:
```
91
Properties=species:S:1:pos:R:3:forces:R:3:lowdin_spin:R:1
Be -1.100256 1.328173 -4.573437 2.5 -2.4 1.7 -0.02
C -0.308687 0.560590 0.122181 -0.1 0.3 1.6 0.01
C -1.477187 0.624106 -0.778340 0.6 -0.4 -1.1 0.12
O -1.193313 1.243421 -1.977489 -0.2 0.2 -1.3 0.79
H -0.030767 1.553530 0.475632 0.4 0.0 -0.3 0.00
H 0.540514 -0.051375 -0.181865 -0.2 0.2 -0.3 0.00
H -0.735920 0.110045 1.018055 0.3 -0.4 0.3 0.00
H -2.347131 1.071814 -0.297861 -0.4 0.6 -0.1 0.05
H -1.865733 -0.373212 -0.984455 -0.3 -0.4 -0.4 0.04
N 0.793330 5.969477 0.442229 -1.2 -1.8 1.0 0.00
C -0.357563 5.246424 0.229981 1.3 0.7 -0.1 0.00
C -0.777695 4.196682 1.015147 0.5 -0.2 0.7 0.00
C -0.009688 3.841781 2.127147 0.3 0.3 0.1 0.00
C 1.152651 4.546674 2.417358 -0.6 0.2 -0.9 0.00
C 1.494047 5.587646 1.538384 0.0 0.0 -1.0 0.00
H -0.925321 5.466108 -0.662083 0.0 0.4 -0.1 0.00
H -1.679013 3.644285 0.794060 -0.2 0.1 -0.2 0.00
H -0.286231 3.015761 2.765594 -0.2 -0.1 0.1 0.00
H 1.772433 4.259792 3.254000 0.1 0.2 0.0 0.00
H 2.457003 6.073271 1.595810 0.0 0.3 0.5 0.00
N 1.518256 0.768307 -4.490163 1.1 -0.4 -0.1 -0.01
C 2.387411 0.591334 -5.518955 0.5 1.0 -0.4 0.00
C 3.772256 0.347185 -5.346212 -1.4 0.1 0.9 0.00
C 4.207164 0.131442 -4.049711 0.8 -0.6 -0.1 0.00
C 3.348960 0.176391 -2.971757 -0.4 0.5 -0.8 0.00
C 2.052229 0.548873 -3.257458 -1.9 0.3 0.5 0.00
H 2.042805 0.794026 -6.522233 -0.3 -0.1 0.0 0.00
H 4.498405 0.342543 -6.145642 -0.4 -0.1 -0.3 0.00
H 5.231006 -0.152063 -3.855322 0.2 0.2 -0.1 0.00
H 3.725777 0.012778 -1.972930 -0.3 0.0 0.1 0.00
H 1.316479 0.692298 -2.479962 0.1 -0.1 0.4 0.00
C -5.138813 1.088726 0.831132 0.2 -0.1 0.8 0.00
C -4.414967 0.511858 2.095028 -1.6 -2.7 0.5 0.00
O -4.886548 -0.474096 2.698414 1.3 2.7 -1.6 0.00
C -3.137179 1.193419 2.560161 -0.5 0.3 -0.2 0.00
H -4.521894 1.026520 -0.065326 0.4 0.2 0.1 0.00
H -5.386942 2.132076 1.025932 0.2 0.2 -0.1 0.00
H -6.074041 0.601494 0.555328 0.1 -0.3 0.6 0.00
H -2.396311 0.553798 3.039847 -0.3 -0.3 -0.1 0.00
H -3.465196 1.916315 3.307114 0.1 0.2 0.1 0.00
H -2.680020 1.763243 1.751199 0.1 0.1 0.0 0.00
C 1.982991 -0.626027 6.098804 -1.4 0.1 0.0 0.00
C 1.772061 -0.164553 4.667412 2.4 1.4 -0.7 0.00
O 2.445920 0.790067 4.272940 -1.4 -1.1 0.1 0.03
C 0.838830 -0.900233 3.703398 -0.4 0.0 0.9 0.00
H 1.040136 -1.076403 6.409086 0.2 -0.4 0.3 0.00
H 2.113662 0.235216 6.754018 0.3 0.1 -0.3 0.00
H 2.812710 -1.316049 6.252185 -0.1 0.0 -0.3 0.00
H 0.245118 -1.604108 4.286634 0.0 -0.2 -0.3 0.00
H 1.382446 -1.416358 2.912080 0.2 0.1 0.2 0.00
H 0.141645 -0.202254 3.239870 0.1 0.2 0.0 0.00
C 2.563348 -4.715711 1.384097 1.0 2.0 -0.7 0.00
C 2.817490 -3.179972 1.173082 0.6 -0.7 1.1 0.00
O 3.666876 -2.625472 1.844575 -0.5 -0.3 -0.5 0.00
C 1.989117 -2.361149 0.217923 -0.1 -0.2 0.1 0.00
H 3.313669 -4.946519 2.140293 -0.5 -0.4 0.2 0.00
H 2.883251 -5.183702 0.453094 -0.3 -0.3 -0.1 0.00
H 1.524758 -4.943817 1.623684 0.2 -0.1 0.1 0.00
H 0.952942 -2.574698 0.480307 -0.3 0.2 -0.3 0.00
H 2.159858 -2.616911 -0.827795 0.0 -0.2 0.0 0.00
H 2.231983 -1.309464 0.369857 0.0 0.0 0.1 0.00
C -5.891983 -2.953489 -0.663909 0.1 -0.8 -0.6 0.00
C -4.491414 -3.424389 -0.367413 0.1 0.4 -0.4 0.00
O -3.951297 -4.242274 -1.102921 -0.1 0.9 1.0 0.00
C -3.819746 -2.775720 0.840985 0.6 -1.2 -0.7 0.00
H -6.139278 -3.469097 -1.591854 -0.4 0.1 0.1 0.00
H -5.966294 -1.876975 -0.817815 0.1 0.0 0.2 0.00
H -6.570861 -3.270439 0.127774 -0.1 0.2 0.0 0.00
H -3.848762 -1.686307 0.819876 -0.3 -0.2 0.0 0.00
H -2.791095 -3.136023 0.827997 0.2 0.1 0.2 0.00
H -4.283698 -3.169071 1.745486 -0.1 0.4 0.1 0.00
C 3.273576 1.916617 1.224055 -0.6 0.7 -1.4 0.00
C 4.108431 2.435327 0.046250 3.2 -1.3 0.2 0.00
O 5.301101 2.033734 -0.108859 -4.1 1.2 0.3 -0.03
C 3.492918 3.402806 -0.942823 1.0 1.2 -0.3 0.00
H 3.485538 0.852940 1.332555 0.1 0.3 0.8 0.00
H 2.223285 2.108892 1.004889 -0.3 -0.6 -0.6 0.00
H 3.264742 2.570613 2.096009 1.2 -0.4 0.4 0.00
H 4.299211 3.996054 -1.374172 0.4 -0.3 -0.1 0.00
H 2.893914 4.214093 -0.529183 -0.7 -0.6 0.4 0.00
H 3.023349 2.948799 -1.815458 -0.3 -0.3 0.3 0.00
C -0.938055 -2.836231 -2.552127 1.9 0.6 0.9 0.00
C -1.131656 -2.340637 -3.941067 -1.6 -0.6 -1.2 0.00
O -0.757767 -1.197166 -4.225587 -0.1 1.3 0.3 0.00
C -1.937300 -3.133896 -4.948226 0.1 0.0 0.3 0.00
H -1.718229 -2.567099 -1.840095 -0.5 -0.1 -0.4 0.00
H -0.070843 -2.251695 -2.244942 0.1 0.2 0.4 0.00
H -0.627531 -3.854297 -2.317139 -0.6 -0.3 -0.8 0.00
H -2.570142 -3.842309 -4.413649 -0.3 0.2 -0.1 0.00
H -1.385164 -3.756060 -5.652609 0.7 0.0 0.3 0.00
H -2.468076 -2.440044 -5.600110 -0.3 0.0 0.2 0.00
```
Forces are in eV/Å.

Calculated values
max |F|: 4.3 eV/Å
orbital gap (alpha / beta): 1.8945 / 1.5612 eV
net charge: +2
electronic energy: -49626.0472 eV
spin multiplicity: 2
HOMO level (alpha / beta): -13.54 / -13.25 eV

=====

The following is a quantum chemistry calculation of a molecular structure, C27H30AsN4O4SSc in a non-equilibrium geometry, from the OMol25 dataset.

The geometry in XYZ format:
```
68
Properties=species:S:1:pos:R:3:forces:R:3:lowdin_charge:R:1
Sc -0.051531 0.250543 -0.057115 -0.6 0.3 -1.5 0.88
C -2.593188 2.167562 1.121454 0.1 -0.1 0.0 0.00
O -1.924543 0.893045 0.923413 0.0 -0.3 0.1 -0.22
C -2.472004 -0.204346 1.639123 0.0 0.2 -0.1 -0.20
C -3.811069 -0.300107 1.945887 -0.2 0.2 0.0 0.00
C -4.252187 -1.391552 2.681739 0.0 0.0 0.0 -0.03
C -3.357392 -2.369462 3.096868 0.0 0.0 0.0 -0.04
C -2.017557 -2.272284 2.761727 -0.1 -0.2 0.1 0.01
C -1.572129 -1.192344 2.020315 0.3 0.0 0.0 -0.18
N -0.232033 -1.013265 1.573273 0.1 -0.4 0.7 -0.07
N 0.635875 -1.833715 2.008597 0.0 0.0 0.1 0.15
C 1.941266 -1.759308 1.653781 0.1 -0.2 0.1 -0.13
C 2.523399 -0.730335 0.869525 -0.3 0.1 0.1 -0.27
O 1.776428 0.222201 0.323785 0.7 -0.2 0.4 -0.15
C 3.908957 -0.693449 0.666865 0.2 0.1 -0.1 0.01
C 4.702239 -1.669959 1.192611 0.1 0.0 0.0 0.03
C 4.183932 -2.746751 1.959544 0.1 0.1 -0.1 -0.16
C 5.041661 -3.739299 2.479821 0.1 0.0 0.0 -0.01
C 4.536516 -4.763460 3.229380 -0.1 -0.1 0.0 -0.05
C 3.154369 -4.819489 3.480359 0.0 0.0 0.0 -0.04
C 2.300075 -3.864232 2.983863 0.0 0.0 0.0 -0.02
C 2.798758 -2.802456 2.209670 -0.2 0.1 0.0 -0.09
H -2.865640 2.260784 2.167772 0.0 0.0 0.1 0.12
H -3.472297 2.225396 0.486617 -0.1 0.0 0.0 0.11
H -1.878497 2.940822 0.860236 0.0 0.0 0.0 0.10
H -4.515506 0.462896 1.641413 0.0 0.0 0.0 0.13
H -5.302191 -1.468705 2.933014 0.1 0.0 0.0 0.12
H -3.706941 -3.212871 3.677760 0.0 0.0 0.0 0.12
H -1.306287 -3.028163 3.063879 0.0 0.0 0.0 0.12
H 4.321701 0.131127 0.099283 0.0 0.0 0.0 0.13
H 5.773702 -1.625622 1.028292 0.0 0.0 0.0 0.13
H 6.105084 -3.673721 2.281240 0.0 0.0 0.0 0.12
H 5.193822 -5.522890 3.632495 0.0 0.0 0.0 0.12
H 2.755592 -5.628058 4.080524 0.0 0.0 0.0 0.12
H 1.241608 -3.919973 3.192165 0.0 0.0 0.0 0.10
O 4.282660 -0.339047 -5.158401 0.1 0.1 0.0 -0.05
C 4.176916 1.073040 -5.247627 -0.2 -0.2 0.1 -0.21
N 2.989629 1.363193 -4.468220 0.2 0.0 0.1 0.09
C 2.617301 2.627652 -4.155028 -0.1 0.1 -0.3 -0.45
O 3.224228 3.620871 -4.486584 0.0 -0.1 0.1 0.13
C 1.335569 2.716425 -3.373404 0.1 0.1 -0.1 -0.09
C 0.408524 3.709603 -3.655094 -0.1 0.1 -0.1 0.06
C -0.773522 3.744186 -2.932846 0.0 0.1 -0.1 0.01
C -0.967584 2.814434 -1.932141 0.0 0.0 0.0 -0.09
N -0.049387 1.891695 -1.609940 -0.1 0.3 0.0 -0.03
C 1.080368 1.851844 -2.336326 -0.1 -0.1 0.2 -0.08
H 5.022178 -0.636332 -5.700486 0.0 0.0 0.0 0.10
H 4.058710 1.404351 -6.279130 0.0 0.0 -0.1 0.14
H 5.026867 1.588441 -4.805227 0.1 0.0 0.1 0.14
H 2.323838 0.613777 -4.395261 0.0 0.0 0.0 0.13
H 0.619445 4.431130 -4.436169 0.0 0.0 0.0 0.15
H -1.536548 4.482166 -3.137759 0.0 0.0 0.0 0.13
H -1.888550 2.803804 -1.368309 0.0 0.0 0.0 0.10
H 1.816563 1.113937 -2.048902 0.1 -0.1 0.0 0.11
C 0.527058 -2.633176 -4.724531 0.0 0.0 0.0 -0.22
As 0.897549 -2.923244 -2.875182 0.2 0.0 0.1 0.75
C 0.483497 -4.738043 -2.468103 0.0 0.0 0.0 -0.23
C 2.773584 -2.709811 -2.594553 0.1 0.0 0.0 -0.21
S -0.354647 -1.652636 -1.720676 -0.4 0.3 0.2 0.25
H 1.027786 -3.404283 -5.307461 0.0 0.0 0.0 0.06
H 0.891011 -1.651036 -5.012777 0.0 0.0 0.0 0.04
H -0.547578 -2.686035 -4.871840 -0.1 0.0 0.0 0.05
H 1.003692 -5.365464 -3.189914 0.0 -0.1 0.0 0.06
H -0.590057 -4.883780 -2.545026 0.0 0.0 0.0 0.05
H 0.819504 -4.964088 -1.459640 0.0 0.0 0.0 0.05
H 3.258082 -3.503180 -3.163127 0.1 0.0 0.0 0.06
H 2.995384 -2.820918 -1.536068 0.0 0.0 0.1 0.04
H 3.117794 -1.744415 -2.956336 0.0 0.1 0.0 0.03
```
Forces are in eV/Å.

Calculated values
relative energy (zero: lowest compared OMol25 entry of this formula, charge and spin): 7.3 kcal/mol
max |F|: 1.7 eV/Å
orbital gap: 6.4734 eV
net charge: +2
electronic energy: -135000.4287 eV
spin multiplicity: 1
HOMO level: -13.14 eV

=====

The following is a quantum chemistry calculation of a molecular structure, C5H10O, from the OMol25 dataset.

The geometry in XYZ format:
```
16
Properties=species:S:1:pos:R:3:forces:R:3:lowdin_charge:R:1
C -1.784562 0.559691 0.164652 0.0 0.1 0.0 -0.10
C -0.916911 -0.615839 -0.275865 0.0 -0.1 -0.1 -0.25
C 0.404599 -0.706436 0.484995 -0.1 -0.1 0.1 -0.19
C 2.304519 -0.766453 -0.114358 -0.2 0.2 -0.1 0.12
C 1.465948 0.392034 -0.026598 0.2 -0.1 0.3 -0.48
O 1.096503 1.058840 -1.209444 -0.1 0.2 0.0 -0.04
H -1.286484 1.521046 -0.003693 -0.1 -0.1 0.0 0.06
H -2.026010 0.494200 1.231882 0.0 0.0 -0.1 0.08
H -2.726983 0.576561 -0.391756 0.1 0.0 0.1 0.08
H -1.470416 -1.548207 -0.114584 0.1 0.1 0.0 0.11
H -0.703070 -0.549245 -1.346539 -0.1 0.0 0.1 0.11
H 0.295222 -0.570956 1.563246 0.0 0.0 -0.2 0.13
H 0.797378 -1.740076 0.385606 0.1 0.1 -0.1 0.10
H 2.191703 -1.124519 -1.158912 0.0 0.0 0.2 0.05
H 1.668777 1.098473 0.782315 0.0 -0.1 -0.1 0.14
H 0.640808 1.874952 -0.966956 0.1 -0.1 -0.1 0.09
```
Forces are in eV/Å.

Calculated values
relative energy (zero: lowest compared OMol25 entry of this formula, charge and spin): 94.1 kcal/mol
max |F|: 0.4 eV/Å
orbital gap: 9.4507 eV
electronic energy: -7390.6867 eV
spin multiplicity: 1
HOMO level: -8.63 eV

=====

The following is a quantum chemistry calculation of 2 unconnected molecules or ions with the total composition C4H12S in a non-equilibrium geometry, from the OMol25 dataset.

The geometry in XYZ format:
```
17
Properties=species:S:1:pos:R:3:forces:R:3:lowdin_charge:R:1
C 0.714764 1.564373 0.300979 0.7 -1.2 -0.4 -0.17
C 0.982007 2.884367 -0.404663 0.2 1.1 1.4 -0.17
H 1.647228 1.178303 0.737192 -0.2 0.2 0.2 0.07
H -0.037216 1.558668 1.090902 0.0 0.3 -0.2 0.06
H 0.463770 0.768105 -0.417164 -0.3 0.4 0.2 0.04
H 1.977486 3.260730 -0.166867 0.3 -0.4 -0.3 0.06
H 0.405448 3.707791 0.040668 -0.5 -0.3 -0.5 0.07
H 0.887052 2.859989 -1.471953 -0.3 0.0 -0.5 0.05
C 0.192763 -2.318840 -1.019564 0.3 -0.9 -0.2 -0.42
C -1.654811 -1.660579 1.153908 -2.9 0.7 -1.1 -0.46
S -1.248264 -2.968335 -0.043616 0.5 1.5 -0.2 0.73
H 1.099800 -2.690505 -0.546378 0.1 0.1 -0.1 0.02
H 0.080036 -2.821920 -1.980180 0.1 -0.4 0.1 0.01
H 0.397292 -1.297975 -1.363747 -0.9 0.2 0.9 0.02
H -1.432200 -1.824924 2.193894 0.9 0.3 0.1 0.02
H -2.771923 -1.561831 1.154998 0.2 -1.3 0.2 0.03
H -1.703231 -0.637417 0.741591 1.8 -0.1 0.3 0.03
```
Forces are in eV/Å.

Calculated values
relative energy (zero: lowest compared OMol25 entry of this formula, charge and spin): 27.8 kcal/mol
max |F|: 3.2 eV/Å
orbital gap: 9.6160 eV
electronic energy: -15176.4999 eV
spin multiplicity: 1
HOMO level: -8.62 eV

=====

The following is a quantum chemistry calculation of a molecular structure, C5H11N in a non-equilibrium geometry, from the OMol25 dataset.

The geometry in XYZ format:
```
17
Properties=species:S:1:pos:R:3:forces:R:3:lowdin_charge:R:1
C 0.069450 -3.019482 -0.149100 0.4 -0.7 -0.2 -0.22
N 0.703279 -1.929927 0.578372 -2.3 2.6 -1.4 -0.06
C 0.153532 -0.603508 -0.386837 -1.2 0.1 0.5 -0.19
C -0.478648 3.102566 0.479538 0.1 0.6 0.0 -0.11
C 0.084225 1.841229 -0.097238 0.1 0.4 0.3 -0.18
C 0.010087 0.634435 0.434150 0.1 -1.0 0.0 -0.13
H 0.332102 -3.957057 0.339025 0.0 -0.1 0.0 0.07
H 0.332487 -3.129235 -1.212487 0.1 0.1 0.1 0.08
H -1.021477 -2.931424 -0.111486 0.0 0.0 0.1 0.07
H 1.290035 -1.323270 0.022621 3.7 -2.1 0.1 0.01
H 0.801998 -0.438335 -1.265429 0.3 -0.1 0.2 0.12
H -0.757487 -0.954404 -0.860042 -0.5 0.1 0.4 0.10
H -0.077055 3.391199 1.458611 -0.1 -0.2 -0.1 0.08
H -1.569147 3.026924 0.561444 0.2 0.0 0.1 0.08
H -0.279805 3.925699 -0.220123 0.0 -0.1 0.3 0.07
H 0.573226 1.959471 -1.050811 -0.3 -0.2 -0.6 0.10
H -0.166801 0.405117 1.479792 -0.7 0.4 0.0 0.11
```
Forces are in eV/Å.

Calculated values
relative energy (zero: lowest compared OMol25 entry of this formula, charge and spin): 89.5 kcal/mol
max |F|: 4.2 eV/Å
orbital gap: 10.0598 eV
electronic energy: -6849.6489 eV
spin multiplicity: 1
HOMO level: -8.98 eV

=====

The following is a quantum chemistry calculation of 3 unconnected molecules or ions with the total composition C2H4O3S4 in a non-equilibrium geometry, from the OMol25 dataset.

The geometry in XYZ format:
```
13
Properties=species:S:1:pos:R:3:forces:R:3:lowdin_charge:R:1
C 2.689121 -0.484033 0.177634 1.6 3.4 -1.6 -0.48
C 0.160496 -0.105127 1.169459 -1.3 -0.7 0.3 -1.23
O 2.764711 -1.559810 0.527138 -0.5 -2.8 1.0 0.22
O 2.813550 0.609551 -0.216102 -0.5 -0.6 0.4 0.19
O 0.105229 -0.113026 -0.019433 0.6 0.1 -0.6 -0.12
S -0.167708 -1.636292 2.113814 0.3 0.3 0.4 0.75
S 0.272174 1.355716 2.170668 0.5 0.4 -0.5 0.78
S -2.844974 0.447340 -1.127562 -1.7 1.0 0.8 0.26
S -2.007601 1.598573 -2.578947 1.5 1.3 2.1 0.30
H 0.279756 -2.550177 1.214146 -0.1 0.7 0.0 -0.11
H 0.542197 2.218174 1.115724 -0.3 -0.9 0.7 -0.06
H -2.176992 -0.666039 -1.036637 1.2 -0.8 -0.3 -0.23
H -2.429959 0.885151 -3.509902 -1.1 -1.5 -2.6 -0.28
```
Forces are in eV/Å.

Calculated values
relative energy (zero: lowest compared OMol25 entry of this formula, charge and spin): 0.0 kcal/mol
max |F|: 4.1 eV/Å
orbital gap: 9.4420 eV
electronic energy: -51622.2153 eV
spin multiplicity: 1
HOMO level: -9.16 eV

=====

- The highest electronic energy belongs to which entry?
  C5H11N